{
  "formula": "C39H31AsN6PtS2Se",
  "method": "the ωB97M-V functional and the def2-TZVPD basis",
  "molar_mass_g_mol": 996.8,
  "relative_energy_kcal_mol": 0.0,
  "orbital_gap_ev": 6.1,
  "e_lumo_ev": -6.13,
  "total_energy_ha": -7385.81837,
  "homo_ha": -0.4507,
  "total_charge": 2,
  "symbols": ["Pt", "N", "C", "C", "C", "C", "C", "C", "N", "C", "C", "C", "C", "N", "C", "C", "H", "H", "H", "H", "H", "H", "H", "H", "H", "C", "C", "C", "C", "C", "C", "As", "C", "C", "C", "C", "C", "C", "C", "C", "C", "C", "C", "C", "H", "H", "H", "H", "H", "H", "H", "H", "H", "H", "H", "H", "H", "S", "C", "N", "C", "C", "S", "H", "H", "H", "H", "H", "Se", "N", "C", "C", "C", "C", "C", "C", "N", "H", "H", "H", "H"],
  "positions_angstrom": [[0.2361, 0.5003, 0.1656], [-3.7087, -5.5553, 0.0414], [-4.0947, -6.7279, -0.5693], [-4.8624, -7.8072, -0.1337], [-5.0360, -8.8330, -1.0344], [-4.4709, -8.7963, -2.3263], [-3.7159, -7.7304, -2.7510], [-3.5253, -6.6752, -1.8511], [-2.8230, -5.5017, -2.0066], [-2.9545, -4.8660, -0.8724], [-2.3425, -3.5666, -0.6363], [-1.6721, -2.9417, -1.6920], [-1.0746, -1.7248, -1.4877], [-1.0969, -1.0844, -0.3017], [-1.7547, -1.6722, 0.7116], [-2.3789, -2.8946, 0.5840], [-3.9747, -5.2593, 0.9634], [-5.3008, -7.8424, 0.8544], [-5.6218, -9.6948, -0.7450], [-4.6412, -9.6308, -2.9924], [-3.2820, -7.6947, -3.7405], [-1.6350, -3.4245, -2.6581], [-0.5771, -1.2127, -2.3001], [-1.7671, -1.1427, 1.6528], [-2.8750, -3.3090, 1.4505], [6.1392, 2.2079, -0.8261], [5.6504, 0.9918, -0.3661], [4.3713, 0.9165, 0.1615], [3.5824, 2.0608, 0.2302], [4.0730, 3.2814, -0.2211], [5.3538, 3.3486, -0.7526], [1.8483, 1.9765, 1.0459], [1.9958, 1.5673, 2.9123], [2.4446, 0.3981, 3.5035], [2.4858, 0.3210, 4.8884], [2.0743, 1.4046, 5.6555], [1.6313, 2.5751, 5.0569], [1.5945, 2.6715, 3.6713], [1.1954, 3.8692, 2.8958], [0.7507, 5.0717, 3.4308], [0.4042, 6.1169, 2.5861], [0.4856, 5.9769, 1.2058], [0.9203, 4.7780, 0.6568], [1.2821, 3.7451, 1.5058], [7.1391, 2.2669, -1.2342], [6.2694, 0.1056, -0.4097], [4.0044, -0.0311, 0.5360], [3.4717, 4.1785, -0.1534], [5.7398, 4.2969, -1.1012], [2.7637, -0.4456, 2.9034], [2.8462, -0.5773, 5.3706], [2.1104, 1.3394, 6.7345], [1.3322, 3.4113, 5.6748], [0.6771, 5.2030, 4.5022], [0.0698, 7.0547, 3.0092], [0.2162, 6.8022, 0.5608], [0.9788, 4.6622, -0.4192], [-1.2687, 1.5520, 1.6236], [-2.6131, 1.9912, 0.6918], [-3.5854, 2.7204, 1.2022], [-4.7787, 2.9358, 0.3820], [-4.3462, 2.6727, -1.0601], [-2.8917, 1.5744, -0.9599], [-3.5608, 2.9927, 2.1754], [-5.1234, 3.9600, 0.5080], [-5.5704, 2.2562, 0.7006], [-4.0586, 3.5847, -1.5777], [-5.1203, 2.1656, -1.6291], [2.3634, -1.9293, -0.9895], [1.6020, -0.3076, -1.1646], [1.9684, 0.2127, -2.3278], [1.5928, 1.4887, -2.8376], [2.0820, 1.8549, -4.0477], [2.9494, 1.0065, -4.8189], [3.3343, -0.2071, -4.3674], [2.8537, -0.6418, -3.0904], [3.1649, -1.7976, -2.5378], [0.9453, 2.1310, -2.2551], [1.8197, 2.8225, -4.4550], [3.2980, 1.3621, -5.7786], [3.9910, -0.8584, -4.9264]],
  "forces_ev_per_a": [[-0.26, -0.14, -0.18], [-0.02, 0.03, 0.04], [0.04, -0.02, -0.05], [-0.02, 0.01, 0.01], [0.01, 0.01, 0.00], [0.00, -0.01, -0.01], [0.00, 0.01, 0.00], [-0.02, -0.01, 0.05], [0.01, 0.03, -0.03], [-0.02, -0.05, -0.02], [0.01, 0.01, 0.00], [-0.04, 0.03, -0.02], [-0.12, 0.16, -0.08], [0.06, -0.11, 0.13], [0.02, -0.09, -0.08], [-0.05, 0.00, 0.01], [0.01, -0.01, 0.00], [0.01, 0.00, 0.01], [0.00, 0.00, 0.00], [0.00, 0.00, 0.00], [0.01, 0.00, 0.00], [0.00, 0.00, 0.00], [0.06, -0.02, 0.01], [0.03, 0.00, 0.02], [0.00, 0.00, 0.00], [-0.01, 0.01, -0.01], [-0.02, -0.01, -0.02], [0.00, -0.02, 0.01], [0.05, 0.10, 0.07], [-0.03, -0.04, -0.04], [-0.01, -0.01, -0.03], [0.11, 0.28, 0.15], [0.18, 0.08, 0.00], [-0.07, -0.03, -0.01], [0.00, 0.01, 0.00], [0.01, 0.00, 0.00], [-0.02, 0.02, 0.01], [0.07, 0.00, 0.01], [0.02, -0.03, 0.01], [0.00, 0.02, 0.00], [0.00, -0.01, 0.01], [0.01, -0.01, -0.01], [0.00, 0.00, 0.00], [-0.08, 0.00, -0.13], [0.00, 0.00, 0.00], [0.00, 0.00, 0.00], [0.02, 0.00, 0.05], [0.02, 0.01, 0.03], [0.00, 0.00, 0.00], [0.01, 0.00, 0.00], [-0.01, -0.01, 0.00], [0.00, 0.00, 0.00], [0.00, 0.00, 0.00], [0.00, 0.00, 0.00], [0.00, 0.00, 0.00], [0.00, 0.00, 0.00], [0.00, 0.01, 0.00], [0.20, -0.34, -0.11], [-0.04, 0.09, -0.08], [0.00, -0.01, 0.02], [0.00, 0.02, 0.00], [-0.03, -0.03, -0.01], [0.06, 0.00, 0.03], [0.02, 0.03, -0.01], [-0.04, -0.02, 0.00], [0.03, -0.03, 0.00], [0.03, 0.00, 0.01], [-0.01, 0.03, -0.01], [-0.06, -0.06, 0.09], [-0.30, 0.05, 0.15], [0.14, 0.03, 0.11], [0.02, -0.01, -0.02], [0.00, 0.01, 0.03], [0.01, -0.01, -0.01], [0.02, 0.01, 0.01], [-0.01, -0.02, 0.06], [0.05, 0.03, -0.12], [-0.03, -0.01, -0.02], [0.00, 0.00, -0.01], [0.00, 0.00, 0.00], [0.00, 0.00, -0.01]],
  "lowdin_charge": [0.641, 0.173, -0.181, -0.012, -0.067, -0.069, -0.003, -0.215, 0.189, -0.289, -0.099, 0.026, -0.152, -0.158, -0.138, 0.023, 0.157, 0.114, 0.111, 0.109, 0.117, 0.127, 0.111, 0.079, 0.119, -0.051, -0.056, -0.130, -0.359, -0.085, -0.053, 1.205, -0.317, -0.081, -0.058, -0.043, -0.001, -0.198, -0.201, -0.001, -0.046, -0.061, -0.095, -0.341, 0.117, 0.117, 0.063, 0.095, 0.116, 0.102, 0.115, 0.118, 0.116, 0.117, 0.117, 0.113, 0.108, 0.661, -1.013, -0.038, -0.176, -0.370, 0.974, 0.158, 0.134, 0.132, 0.089, 0.090, 1.192, -0.454, -0.364, -0.030, -0.029, -0.037, 0.010, -0.353, -0.191, 0.093, 0.120, 0.120, 0.130]
}